#one
{"formula": "C2H5NO", "method": "ωB97M-V with the def2-TZVPD basis set", "orbital_gap_ev": 9.97, "symbols": ["C", "C", "O", "N", "H", "H", "H", "H", "H"], "coordinates": [[-1.758, -0.235, 0.060], [-0.506, 0.206, 0.130], [0.611, -0.601, 0.240], [1.895, 0.088, 0.041], [-2.470, 0.623, -0.253], [-1.888, -1.236, -0.077], [-0.410, 1.280, 0.257], [2.528, -0.414, 0.582], [1.998, 0.289, -0.980]]}

***

#two
{"formula": "C2H5NO", "method": "ωB97M-V with the def2-TZVPD basis set", "orbital_gap_ev": [9.31, 8.64], "symbols": ["C", "C", "N", "O", "H", "H", "H", "H", "H"], "coordinates": [[-1.705, 1.386, 0.145], [0.689, -0.824, -0.085], [0.783, 0.158, 0.892], [-1.911, 0.442, -0.526], [-2.185, 2.314, 0.383], [0.353, -1.845, 0.295], [-0.225, -0.362, -0.632], [1.476, -0.946, -0.853], [1.224, 1.064, 0.562]]}

***

Which is the most stable structure? #one is the most stable.

***

#one
{"formula": "C3H6N4O", "method": "ωB97M-V with the def2-TZVPD basis set", "orbital_gap_ev": 10.05, "symbols": ["H", "N", "C", "N", "C", "N", "H", "C", "N", "O", "H", "H", "H", "H"], "coordinates": [[1.859, -0.503, -1.312], [2.201, -0.927, -0.389], [1.217, -0.641, 0.349], [-0.050, -0.082, 0.246], [-0.816, 0.048, 1.458], [-0.300, -0.291, 2.579], [-0.847, -0.090, 3.502], [-0.428, 0.355, -1.019], [-1.730, 0.827, -1.247], [0.400, 0.500, -1.883], [1.435, -0.856, 1.420], [-1.912, 0.545, 1.232], [-1.826, 1.221, -2.113], [-2.596, 0.426, -0.719]]}

***

#two
{"formula": "C3H6N4O", "method": "ωB97M-V with the def2-TZVPD basis set", "orbital_gap_ev": 8.98, "symbols": ["O", "N", "C", "C", "N", "N", "C", "N", "H", "H", "H", "H", "H", "H"], "coordinates": [[-2.499, -0.454, -0.398], [-1.773, 0.774, 0.115], [-0.560, 0.331, 0.189], [0.562, 1.153, 0.427], [1.668, 0.889, -0.364], [1.961, -0.477, -0.355], [0.998, -1.311, 0.205], [-0.310, -1.064, 0.193], [-3.613, -0.257, -0.256], [0.254, 2.256, 0.321], [0.831, 1.149, 1.555], [1.453, 1.575, -1.204], [2.938, -0.846, -0.299], [1.302, -2.142, 1.025]]}

***

#three
{"formula": "C3H6N4O", "method": "ωB97M-V with the def2-TZVPD basis set", "orbital_gap_ev": 9.62, "symbols": ["H", "N", "C", "C", "O", "C", "N", "N", "N", "H", "H", "H", "H", "H"], "coordinates": [[-0.973, 3.112, -0.752], [-0.435, 2.304, -1.056], [-0.392, 1.278, -0.337], [-1.201, 0.867, 1.086], [-0.712, -0.503, 1.433], [0.050, -0.864, 0.376], [0.325, -2.035, 0.173], [1.360, -2.221, -0.816], [0.510, 0.242, -0.438], [-2.365, 0.715, 0.994], [-0.973, 1.612, 1.816], [1.655, -3.143, -0.657], [2.108, -1.592, -0.500], [1.042, 0.229, -1.321]]}

***

#four
{"formula": "C3H6N4O", "method": "ωB97M-V with the def2-TZVPD basis set", "orbital_gap_ev": 8.54, "symbols": ["C", "C", "C", "H", "H", "H", "H", "H", "H", "N", "N", "N", "N", "O"], "coordinates": [[-0.014, 0.569, 0.026], [-1.098, -0.224, -0.013], [-0.673, -1.549, -0.046], [0.517, 2.321, 1.010], [-0.983, 2.439, -0.312], [-3.161, -0.052, -0.162], [-1.212, -2.443, 0.128], [2.715, 0.339, 0.767], [2.182, 1.020, -0.492], [0.187, 1.942, -0.114], [0.623, -1.629, -0.018], [1.035, -0.337, 0.115], [2.321, 0.092, -0.139], [-2.313, 0.392, 0.044]]}

***

Which is the most stable structure? #one is the most stable.

***

#one
{"formula": "C3H6N4O", "method": "ωB97M-V with the def2-TZVPD basis set", "orbital_gap_ev": 8.39, "symbols": ["C", "C", "C", "H", "H", "H", "H", "H", "H", "N", "N", "N", "N", "O"], "coordinates": [[0.691, 0.479, 0.014], [-1.451, 1.161, -0.009], [-1.410, -0.217, 0.004], [3.619, -0.601, -0.604], [2.561, -1.639, 1.035], [0.203, 2.262, -0.706], [-2.412, 1.807, -0.007], [-3.288, -1.279, -0.222], [-1.908, -2.113, -0.401], [2.462, -0.994, -0.150], [1.911, 0.381, 0.155], [-0.041, 1.625, 0.086], [-2.214, -1.322, 0.092], [-0.072, -0.601, -0.054]]}

***

#two
{"formula": "C3H6N4O", "method": "ωB97M-V with the def2-TZVPD basis set", "orbital_gap_ev": 10.11, "symbols": ["H", "N", "C", "N", "C", "N", "H", "O", "N", "C", "H", "H", "H", "H"], "coordinates": [[-1.598, 0.992, -0.063], [-2.161, 0.239, -0.642], [-1.743, -0.981, -0.834], [-0.372, -1.625, -0.678], [0.774, -0.744, -0.369], [2.022, -0.859, -0.630], [2.013, -1.521, -1.501], [0.098, 0.091, 0.863], [1.040, 1.341, 0.969], [0.518, 2.467, 1.292], [-2.461, -1.546, -1.327], [-0.081, -2.628, -0.759], [1.000, 3.524, 1.342], [-0.647, 2.320, 1.728]]}

***

#three
{"formula": "C3H6N4O", "method": "ωB97M-V with the def2-TZVPD basis set", "orbital_gap_ev": 8.96, "symbols": ["H", "N", "C", "C", "C", "O", "N", "N", "N", "H", "H", "H", "H", "H"], "coordinates": [[-2.476, 0.806, -0.428], [-1.706, 1.621, -0.386], [-0.755, 0.821, 0.087], [0.739, 1.423, 0.492], [1.341, 0.208, -0.035], [2.629, -0.265, -0.287], [0.542, -0.966, -0.020], [-0.804, -0.606, 0.277], [-1.854, -1.419, -0.029], [0.705, 2.460, 0.251], [2.566, -1.365, -0.429], [0.847, -1.167, 0.928], [-1.885, -1.766, -0.962], [-1.987, -1.983, 0.775]]}

***

#four
{"formula": "C3H6N4O", "method": "ωB97M-V with the def2-TZVPD basis set", "orbital_gap_ev": 9.43, "symbols": ["C", "C", "C", "H", "H", "H", "H", "H", "H", "N", "N", "N", "N", "O"], "coordinates": [[-2.270, 0.397, 0.078], [-0.882, -0.446, 0.140], [2.596, 0.071, -0.016], [-1.779, 1.444, 0.322], [-3.058, 0.070, 0.987], [-2.802, 0.163, -0.921], [-0.458, -1.143, 1.215], [-0.854, -1.129, -1.060], [1.230, -1.688, -0.400], [0.310, 0.193, -0.216], [0.769, 1.432, -0.115], [2.017, 1.479, -0.007], [1.414, -0.671, -0.191], [3.769, -0.173, 0.183]]}

***

Which is the most stable structure? #one is the most stable.

***

#one
{"formula": "C3H6N4O", "method": "ωB97M-V with the def2-TZVPD basis set", "orbital_gap_ev": 7.27, "symbols": ["C", "C", "C", "H", "H", "H", "H", "H", "H", "N", "N", "N", "N", "O"], "coordinates": [[0.211, 0.526, -0.106], [1.329, -0.180, -0.092], [-0.059, -1.810, 0.093], [0.584, 2.434, 1.169], [-1.297, 2.067, -0.475], [3.230, -0.486, 0.104], [-0.653, -2.814, 0.093], [-2.026, 0.573, 0.583], [-2.353, -0.004, -1.015], [-0.099, 1.886, -0.049], [1.286, -1.542, -0.033], [-0.673, -0.630, -0.090], [-2.078, -0.354, -0.028], [2.598, 0.335, -0.154]]}

***

#two
{"formula": "C3H6N4O", "method": "ωB97M-V with the def2-TZVPD basis set", "orbital_gap_ev": 8.74, "symbols": ["C", "C", "C", "H", "H", "H", "H", "H", "H", "N", "N", "N", "N", "O"], "coordinates": [[0.863, -0.510, 0.283], [0.558, -0.164, -0.979], [-1.264, 0.287, 0.310], [2.389, -0.702, 1.515], [2.329, -2.152, 0.110], [1.241, -0.349, -1.807], [-0.805, 1.805, -1.443], [-2.594, 1.534, -0.066], [-0.020, 0.176, 2.233], [1.910, -1.169, 0.792], [-0.884, 0.025, -0.927], [-2.175, 0.909, 0.777], [-0.374, -0.719, 1.111], [-1.173, 1.030, -1.909]]}

***

Which is the most stable structure? #one is the most stable.

***

#one
{"formula": "C3H6N4O", "method": "ωB97M-V with the def2-TZVPD basis set", "orbital_gap_ev": 8.95, "symbols": ["C", "N", "N", "N", "C", "O", "C", "N", "H", "H", "H", "H", "H", "H"], "coordinates": [[1.023, 1.376, -1.103], [0.439, 0.148, -0.580], [0.856, -0.973, -1.112], [0.234, -1.972, -0.696], [-0.764, -1.673, 0.256], [-1.566, -2.362, 0.793], [-0.662, -0.037, 0.345], [-0.379, 0.347, 1.748], [0.474, 2.119, -0.622], [2.075, 1.247, -1.156], [0.650, 1.419, -2.088], [-1.610, 0.537, -0.076], [-1.185, -0.036, 2.202], [0.413, -0.140, 2.088]]}

***

#two
{"formula": "C3H6N4O", "method": "ωB97M-V with the def2-TZVPD basis set", "orbital_gap_ev": 8.83, "symbols": ["H", "N", "C", "C", "N", "C", "N", "N", "O", "H", "H", "H", "H", "H"], "coordinates": [[0.441, -1.226, 1.962], [-0.468, -0.577, 1.850], [-0.312, -0.109, 0.703], [0.859, -0.146, -0.219], [1.988, -0.685, 0.370], [0.315, 0.398, -1.329], [-0.969, 0.924, -1.219], [-1.169, 0.880, 0.100], [-2.502, 0.741, 0.312], [2.568, -1.292, -0.456], [2.594, 0.153, 0.763], [0.835, 0.498, -2.327], [-1.629, 0.134, -1.622], [-2.552, 0.306, 1.112]]}

***

#three
{"formula": "C3H6N4O", "method": "ωB97M-V with the def2-TZVPD basis set", "orbital_gap_ev": 8.01, "symbols": ["C", "C", "C", "N", "N", "N", "N", "O", "H", "H", "H", "H", "H", "H"], "coordinates": [[0.708, 0.995, -0.349], [-0.433, -0.899, 0.371], [0.965, 0.286, 2.056], [0.190, 0.689, -1.481], [0.384, 0.084, 0.670], [-0.384, -0.464, -1.620], [-1.425, -0.476, -2.546], [-0.795, -1.931, 0.791], [1.375, 1.779, -0.107], [1.422, -0.658, 2.342], [1.764, 1.060, 2.023], [0.220, 0.506, 2.708], [-1.947, 0.415, -2.425], [-2.043, -1.387, -2.433]]}

***

#four
{"formula": "C3H6N4O", "method": "ωB97M-V with the def2-TZVPD basis set", "orbital_gap_ev": 9.39, "symbols": ["C", "N", "N", "C", "C", "N", "N", "O", "H", "H", "H", "H", "H", "H"], "coordinates": [[-1.163, -0.270, 1.594], [-0.991, -1.080, 0.340], [-0.956, -0.350, -0.866], [0.172, 0.225, -1.154], [0.300, 1.313, -2.241], [0.472, 2.246, -2.928], [1.264, 0.189, -0.246], [2.504, -0.154, -0.983], [-1.776, -0.811, 2.425], [-0.204, 0.173, 2.121], [-1.795, 0.555, 1.322], [-1.781, -1.833, 0.491], [0.926, -0.498, 0.494], [3.027, 0.295, -0.368]]}

***

Which is the most stable structure? #one is the most stable.

***

#one
{"formula": "C3H6N4O", "method": "ωB97M-V with the def2-TZVPD basis set", "orbital_gap_ev": 9.38, "symbols": ["C", "C", "C", "H", "H", "H", "H", "H", "H", "N", "N", "N", "N", "O"], "coordinates": [[0.947, 1.515, 0.890], [0.102, 0.534, 0.256], [-1.365, -1.936, -0.844], [3.146, 3.279, 0.546], [0.593, 2.031, 1.893], [0.452, -0.371, -0.683], [-1.988, -1.772, 0.891], [-2.381, -2.570, -0.812], [-1.178, -2.325, -2.841], [1.905, 1.994, 0.288], [-0.781, -0.109, 0.923], [-1.100, -1.468, 0.434], [-0.657, -1.696, -1.975], [2.305, 2.895, 1.034]]}

***

#two
{"formula": "C3H6N4O", "method": "ωB97M-V with the def2-TZVPD basis set", "orbital_gap_ev": 9.16, "symbols": ["C", "C", "C", "H", "H", "H", "H", "H", "H", "N", "N", "N", "N", "O"], "coordinates": [[1.423, 2.145, 1.555], [-0.176, -0.249, -0.463], [-0.899, -0.932, 0.675], [2.006, 2.635, 0.577], [0.310, 2.630, 2.026], [2.493, 2.010, 2.223], [-0.054, 0.903, 1.941], [-0.425, 0.865, -1.945], [-0.027, -1.607, -3.084], [1.194, 0.716, 1.299], [0.858, 0.430, -0.120], [-0.691, -0.094, -1.738], [-1.085, -1.556, 1.743], [-1.040, -1.211, -2.578]]}

***

#three
{"formula": "C3H6N4O", "method": "ωB97M-V with the def2-TZVPD basis set", "orbital_gap_ev": 7.87, "symbols": ["C", "C", "C", "H", "H", "H", "H", "H", "H", "N", "N", "N", "N", "O"], "coordinates": [[-0.813, 0.636, -0.318], [0.012, -0.520, -0.217], [1.237, 0.031, -0.096], [-3.851, -0.603, -0.425], [-2.806, -0.539, 1.451], [-0.178, -1.619, -0.490], [3.308, -0.632, 0.110], [2.049, -1.791, 0.034], [2.151, 2.232, -0.045], [-2.509, -0.486, 0.142], [-2.073, 0.701, -0.177], [2.259, -0.771, -0.109], [1.219, 1.427, 0.362], [-0.004, 1.934, -0.222]]}

***

Which is the most stable structure? #one is the most stable.